Entry 1:
A structure of composition C19H21B11Br7N5O2V, computed with wB97M-V/def2-TZVPD.

Output
Kohn-Sham gap (alpha / beta), eV: 5.1 / 5.6
Multiplicity: 2
Charge: +2
HOMO (alpha / beta), eV: -13.98 / -13.98
Expectation value of S²: 0.775
LUMO (alpha / beta), eV: -8.9 / -8.4

Last column: Löwdin charge in e.
Atoms and positions in Å:
V (-0.111, -0.286, 1.448)  0.6210
Br (2.023, -1.624, 1.833)  1.0520
B (2.077, -1.139, 3.773)  -0.8030
B (3.359, -1.666, 4.862)  -0.2186
C (3.365, -0.436, 6.035)  0.0641
B (3.175, 0.073, 4.426)  -0.2132
B (2.322, 0.883, 5.788)  -0.2150
B (1.985, -0.346, 7.030)  -0.2113
B (2.619, -1.908, 6.463)  -0.2109
B (1.730, -2.400, 4.982)  -0.9116
Br (1.384, -4.204, 4.453)  0.9381
B (0.865, -1.571, 6.355)  -0.9103
Br (-0.437, -2.480, 7.396)  0.9638
B (0.676, 0.191, 5.925)  -0.9131
Br (-0.832, 1.244, 6.438)  0.9401
B (1.445, 0.407, 4.329)  -0.8173
Br (0.647, 1.682, 3.028)  1.0177
B (0.559, -1.078, 4.665)  -0.8996
Br (-1.103, -1.378, 3.650)  1.0374
H (4.331, -2.246, 4.548)  0.1720
H (4.313, -0.222, 6.507)  0.1990
H (4.017, 0.633, 3.825)  0.1692
H (2.613, 1.982, 6.086)  0.1721
H (2.068, -0.058, 8.167)  0.1754
H (3.122, -2.649, 7.225)  0.1754
Br (0.441, -1.628, -4.284)  0.8511
C (-1.243, -1.808, -3.458)  -0.6502
C (-2.328, -2.254, -4.206)  -0.0724
C (-3.581, -2.361, -3.625)  -0.0099
C (-3.760, -2.034, -2.294)  0.0348
C (-2.650, -1.610, -1.551)  -0.1556
C (-1.384, -1.489, -2.125)  -0.0601
C (-2.945, -1.339, -0.173)  -0.1403
O (-3.758, -1.278, 0.632)  0.3066
O (-1.360, -0.944, 0.607)  -0.3158
H (-2.185, -2.511, -5.247)  0.1216
H (-4.423, -2.699, -4.213)  0.1329
H (-4.732, -2.112, -1.828)  0.1426
H (-0.538, -1.156, -1.547)  0.0888
C (-1.308, 2.376, -0.155)  0.0220
C (-0.068, 1.762, -0.700)  -0.3229
N (0.667, 0.820, -0.111)  -0.0635
C (1.729, 0.538, -0.958)  -0.0953
C (1.621, 1.314, -2.058)  -0.0101
N (0.489, 2.082, -1.882)  0.0259
C (-0.112, 2.950, -2.893)  -0.0312
N (-0.987, 2.214, -3.752)  -0.0451
N (-2.158, 1.746, -3.249)  0.0626
N (-2.754, 1.055, -4.138)  0.1013
C (-1.979, 1.042, -5.279)  -0.2430
C (-2.198, 0.429, -6.519)  -0.0100
C (-1.214, 0.571, -7.466)  -0.0547
C (-0.041, 1.314, -7.205)  -0.0525
C (0.181, 1.935, -5.999)  -0.0141
C (-0.821, 1.776, -5.038)  -0.1863
H (-1.561, 1.947, 0.814)  0.0618
H (-2.144, 2.221, -0.837)  0.0820
H (-1.176, 3.450, -0.009)  0.1126
H (2.491, -0.179, -0.711)  0.0999
H (2.236, 1.390, -2.937)  0.1421
H (0.681, 3.399, -3.485)  0.1524
H (-0.665, 3.738, -2.388)  0.1473
H (-3.112, -0.113, -6.718)  0.1227
H (-1.339, 0.121, -8.441)  0.1168
H (0.700, 1.406, -7.988)  0.1186
H (1.076, 2.517, -5.824)  0.1134


Entry 2:
A structure of composition C39H28ClNO3PdS3Se, computed with wB97M-V/def2-TZVPD.

Output
Kohn-Sham gap, eV: 5.7
Charge: -2
Energy above the lowest of the compared OMol25 structures with the same formula, charge and spin, kJ/mol: 93.4
HOMO, eV: -1.71
LUMO, eV: 3.9

Last column: Löwdin charge in e.
Atoms and positions in Å:
Pd (0.646, 0.234, -1.072)  0.6561
N (1.531, 0.763, 0.550)  -0.0099
C (2.763, 0.989, 0.705)  -0.3636
C (3.211, 1.438, 2.064)  -0.1632
C (2.316, 2.149, 2.867)  -0.0203
C (2.683, 2.568, 4.133)  -0.0918
C (3.952, 2.286, 4.628)  -0.1243
C (4.851, 1.587, 3.835)  -0.1124
C (4.485, 1.174, 2.561)  -0.0483
C (3.816, 0.892, -0.358)  -0.2133
C (4.716, 1.936, -0.555)  -0.0562
C (5.663, 1.873, -1.566)  -0.1035
C (5.731, 0.753, -2.383)  -0.1180
C (4.843, -0.296, -2.187)  -0.0879
C (3.888, -0.228, -1.183)  -0.0372
H (1.336, 2.369, 2.459)  0.1011
H (1.979, 3.129, 4.737)  0.0944
H (4.239, 2.616, 5.620)  0.0846
H (5.844, 1.362, 4.209)  0.0876
H (5.195, 0.633, 1.946)  0.1093
H (4.651, 2.813, 0.078)  0.1167
H (6.339, 2.705, -1.725)  0.0890
H (6.467, 0.703, -3.178)  0.0855
H (4.882, -1.167, -2.829)  0.0956
H (3.169, -1.029, -1.049)  0.0907
Se (0.931, 2.521, -1.757)  0.6397
C (0.268, 3.488, -0.255)  -0.6632
C (-0.877, 3.060, 0.421)  -0.1282
C (-1.355, 3.768, 1.513)  -0.0944
C (-0.703, 4.915, 1.954)  -0.1319
C (0.435, 5.347, 1.286)  -0.1338
C (0.917, 4.639, 0.193)  -0.1641
H (-1.380, 2.160, 0.082)  0.0777
H (-2.242, 3.411, 2.024)  0.0891
H (-1.074, 5.462, 2.813)  0.0808
H (0.961, 6.234, 1.624)  0.0835
H (1.817, 4.966, -0.315)  0.0809
Cl (-1.599, -7.558, -3.775)  0.5949
C (-1.005, -5.966, -3.342)  -0.6725
C (-1.494, -4.858, -4.012)  -0.1056
C (-1.012, -3.604, -3.668)  -0.0013
C (-0.069, -3.461, -2.658)  -0.1299
C (0.392, -4.587, -1.989)  -0.0298
C (-0.064, -5.851, -2.334)  -0.1217
C (0.403, -2.077, -2.264)  -0.6551
O (0.204, -1.139, -3.054)  -0.0344
O (0.915, -1.965, -1.110)  -0.1317
H (-2.246, -4.978, -4.781)  0.0969
H (-1.371, -2.709, -4.157)  0.1220
H (1.101, -4.452, -1.184)  0.1182
H (0.290, -6.735, -1.821)  0.0952
O (-1.809, -0.189, -0.820)  -0.2936
C (-2.934, -0.553, -0.191)  -0.6785
C (-4.134, -0.066, -1.010)  -0.4724
C (-5.493, -0.088, -0.870)  -0.2112
C (-6.161, 0.514, -1.972)  -0.2203
C (-5.284, 0.972, -2.911)  -0.4458
S (-3.649, 0.688, -2.468)  1.0886
C (-2.963, 0.035, 1.242)  -0.4305
C (-1.864, 0.113, 2.043)  -0.1249
C (-2.141, 0.662, 3.324)  -0.2018
C (-3.452, 0.996, 3.481)  -0.4596
S (-4.345, 0.671, 2.051)  1.0083
C (-3.023, -2.085, 0.003)  -0.4099
C (-1.951, -2.915, 0.100)  -0.1123
C (-2.308, -4.269, 0.352)  -0.1963
C (-3.652, -4.451, 0.453)  -0.4503
S (-4.493, -2.972, 0.213)  1.0125
H (-6.004, -0.515, -0.019)  0.0667
H (-7.237, 0.600, -2.055)  0.0801
H (-5.524, 1.472, -3.837)  0.0417
H (-0.881, -0.178, 1.694)  0.1047
H (-1.390, 0.816, 4.087)  0.0931
H (-3.926, 1.451, 4.336)  0.0419
H (-0.939, -2.549, -0.020)  0.0961
H (-1.590, -5.073, 0.440)  0.0896
H (-4.191, -5.370, 0.613)  0.0418


Entry 3:
A structure of composition C12H19N4O8PPtTe, computed with wB97M-V/def2-TZVPD.

Output
Kohn-Sham gap, eV: 6.7
Energy above the lowest of the compared OMol25 structures with the same formula, charge and spin, kJ/mol: 0.0
HOMO, eV: -9.13
LUMO, eV: -2.4

Last column: Löwdin charge in e.
Atoms and positions in Å:
Pt (-1.351, 0.924, -0.384)  1.1861
O (-3.457, 1.461, -1.487)  -0.0949
C (-4.196, 0.258, -1.258)  -0.1899
C (-3.225, -0.837, -1.607)  -0.1296
N (-2.086, -0.949, -0.645)  -0.2864
C (-2.491, -1.381, 0.716)  -0.0627
C (-3.056, -0.196, 1.522)  -0.6444
O (-3.866, -0.380, 2.393)  0.1051
O (-2.606, 1.005, 1.189)  -0.2909
C (-1.033, -1.730, -1.357)  -0.0667
C (-0.195, -0.798, -2.251)  -0.5933
O (0.538, -1.256, -3.081)  0.1172
O (-0.365, 0.517, -2.064)  -0.2003
H (-3.754, 2.156, -0.885)  0.1130
H (-5.058, 0.193, -1.925)  0.1373
H (-4.562, 0.196, -0.233)  0.1213
H (-2.785, -0.561, -2.566)  0.1390
H (-3.692, -1.820, -1.707)  0.1471
H (-1.597, -1.750, 1.221)  0.1164
H (-3.245, -2.167, 0.676)  0.1446
H (-1.502, -2.476, -1.998)  0.1401
H (-0.378, -2.221, -0.644)  0.0977
N (-0.721, 2.830, -0.380)  -0.1296
C (-0.055, 3.375, -1.200)  -0.3445
N (0.590, 4.030, -2.045)  0.1191
C (1.920, 4.120, -1.957)  -0.3480
N (3.067, 4.235, -1.925)  0.1289
C (2.087, -1.723, 4.226)  -0.0677
C (2.740, -0.607, 3.446)  -0.2927
O (2.887, -0.941, 2.052)  -0.2498
P (1.686, -0.936, 1.017)  0.1950
O (0.846, -2.144, 0.983)  -0.3226
Te (0.361, 1.049, 1.626)  1.0426
O (2.397, -0.650, -0.348)  -0.2493
C (3.307, 0.481, -0.534)  -0.2553
C (3.469, 0.750, -2.006)  -0.0658
H (2.048, -1.459, 5.283)  0.0845
H (2.659, -2.644, 4.116)  0.0884
H (1.071, -1.904, 3.875)  0.0723
H (3.750, -0.400, 3.791)  0.1244
H (2.177, 0.330, 3.539)  0.0484
H (4.249, 0.208, -0.058)  0.1190
H (2.890, 1.347, -0.015)  0.0684
H (3.832, -0.137, -2.523)  0.0858
H (4.181, 1.565, -2.137)  0.0748
H (2.523, 1.039, -2.453)  0.0679


Entry 4:
A structure of composition C2H4NaO, computed with wB97M-V/def2-TZVPD.

Output
Kohn-Sham gap (alpha / beta), eV: 4.0 / 9.9
Multiplicity: 2
Energy above the lowest of the compared OMol25 structures with the same formula, charge and spin, kJ/mol: 0.0
HOMO (alpha / beta), eV: -3.99 / -9.82
Expectation value of S²: 0.750
LUMO (alpha / beta), eV: 0.0 / 0.0

Last column: Löwdin charge in e.
Atoms and positions in Å:
H (0.568, -2.055, 0.111)  0.1835
C (-0.682, 0.943, 0.187)  -0.0024
H (-0.085, 1.441, 0.955)  0.0535
H (-1.532, 1.476, -0.236)  0.0595
C (-0.417, -0.303, -0.211)  -0.3319
O (0.642, -1.005, 0.267)  -0.1890
Na (2.539, 0.319, -0.118)  0.1128
H (-1.034, -0.817, -0.955)  0.1140


Entry 5:
A cluster of 2 separate species, C2H3ClF2O in total, computed with wB97M-V/def2-TZVPD.

Output
Kohn-Sham gap (alpha / beta), eV: 9.3 / 7.1
Energy above the lowest of the compared OMol25 structures with the same formula, charge and spin, kJ/mol: 387.9
HOMO (alpha / beta), eV: -9.94 / -8.70
LUMO (alpha / beta), eV: -0.6 / -1.6

Last column: Löwdin charge in e.
Atoms and positions in Å:
C (0.422, -0.579, -0.427)  -0.5212
C (-1.155, 1.474, 1.076)  -0.6156
O (0.767, 0.577, -0.029)  -0.0568
F (0.537, -1.525, 0.514)  -0.0259
F (-1.923, 0.680, 0.318)  -0.0259
Cl (-1.066, 3.080, 0.791)  0.8095
H (1.096, -1.038, -1.249)  0.1539
H (-0.789, -0.589, -0.775)  0.1674
H (-0.779, 1.022, 2.014)  0.1146


Entry 6:
The ion C12H27O3S with charge +1, computed with wB97M-V/def2-TZVPD.

Output
Kohn-Sham gap, eV: 9.1
Charge: +1
HOMO, eV: -12.27
LUMO, eV: -3.1

Last column: Löwdin charge in e.
Atoms and positions in Å:
C (2.258, -3.974, -0.461)  -0.0521
C (0.817, -3.687, -0.123)  -0.2414
O (0.223, -2.808, -1.149)  -0.3792
S (-0.333, -1.426, -0.583)  1.1833
C (-1.434, -0.958, -1.917)  -0.2930
C (-2.886, -1.198, -1.526)  -0.2198
C (-3.346, -0.396, -0.293)  -0.1867
C (-4.129, -1.243, 0.695)  -0.2692
O (-5.394, -1.489, 0.107)  -0.0465
C (1.027, -0.255, -0.745)  -0.2743
C (1.037, 0.722, 0.455)  -0.2246
C (0.720, 2.147, 0.021)  -0.2058
C (0.740, 3.159, 1.160)  -0.1661
C (1.999, 3.095, 2.038)  -0.2360
O (3.167, 2.717, 1.350)  -0.2039
C (3.698, 3.722, 0.500)  -0.0849
H (2.340, -4.644, -1.312)  0.0897
H (2.743, -4.417, 0.405)  0.0940
H (2.789, -3.056, -0.703)  0.0731
H (0.204, -4.583, -0.125)  0.1263
H (0.724, -3.223, 0.860)  0.1103
H (-1.241, 0.098, -2.103)  0.1048
H (-1.128, -1.521, -2.798)  0.1179
H (-3.058, -2.264, -1.373)  0.1206
H (-3.484, -0.918, -2.390)  0.1285
H (-2.505, 0.072, 0.222)  0.0944
H (-4.024, 0.387, -0.627)  0.1253
H (-3.612, -2.193, 0.868)  0.1159
H (-4.231, -0.717, 1.645)  0.1226
H (-6.005, -1.791, 0.775)  0.0899
H (1.948, -0.823, -0.840)  0.0992
H (0.881, 0.282, -1.681)  0.0989
H (0.320, 0.388, 1.208)  0.1074
H (2.018, 0.666, 0.916)  0.1123
H (1.399, 2.450, -0.776)  0.1139
H (-0.285, 2.150, -0.416)  0.1127
H (-0.129, 3.003, 1.800)  0.1164
H (0.631, 4.163, 0.750)  0.1128
H (1.853, 2.366, 2.834)  0.1224
H (2.154, 4.060, 2.528)  0.1247
H (3.651, 3.398, -0.542)  0.0835
H (3.142, 4.654, 0.590)  0.0920
H (4.742, 3.886, 0.754)  0.0909


Entry 7:
The ion C2H3O3S2 with charge -1, computed with wB97M-V/def2-TZVPD.

Output
Kohn-Sham gap (alpha / beta), eV: 4.2 / 4.9
Multiplicity: 3
Charge: -1
Energy above the lowest of the compared OMol25 structures with the same formula, charge and spin, kJ/mol: 198.7
HOMO (alpha / beta), eV: -0.72 / -4.40
Expectation value of S²: 2.013
LUMO (alpha / beta), eV: 3.4 / 0.5

Last column: Löwdin charge in e.
Atoms and positions in Å:
C (-0.792, -0.115, -0.292)  -0.4865
C (-0.440, 0.115, -1.786)  -0.4479
O (2.023, 1.221, 1.890)  -0.5587
O (1.379, -1.080, 1.611)  -0.5691
O (-0.970, -0.556, -2.636)  -0.0996
S (-0.959, 0.865, 1.338)  0.5568
S (1.051, 0.226, 2.326)  0.4907
H (-1.644, -0.687, -0.287)  0.0098
H (0.001, -0.774, 0.036)  0.0099
H (0.351, 0.786, -2.199)  0.0947


Entry 8:
A structure of composition C34H24BBrCl2CoF4N2P, computed with wB97M-V/def2-TZVPD.

Output
Kohn-Sham gap (alpha / beta), eV: 6.2 / 6.2
Multiplicity: 5
Charge: -2
Energy above the lowest of the compared OMol25 structures with the same formula, charge and spin, kJ/mol: 0.0
HOMO (alpha / beta), eV: -1.89 / -1.87
Expectation value of S²: 6.014
LUMO (alpha / beta), eV: 4.3 / 4.3

Last column: Löwdin charge in e.
Atoms and positions in Å:
Co (-0.473, 0.257, -0.515)  0.5454
Br (-0.174, 0.561, 2.588)  0.8582
C (-0.907, -1.158, 2.853)  -0.5840
C (-1.022, -1.578, 4.148)  -0.1637
C (-1.530, -2.864, 4.429)  -0.1150
C (-1.902, -3.678, 3.403)  -0.0734
C (-1.786, -3.252, 2.054)  -0.1928
C (-2.161, -4.134, 1.009)  -0.0853
C (-2.022, -3.741, -0.286)  -0.1065
C (-1.511, -2.458, -0.591)  -0.1447
C (-1.129, -1.530, 0.360)  -0.1444
C (-1.280, -1.961, 1.726)  -0.2191
H (-0.717, -0.922, 4.950)  0.0810
H (-1.620, -3.192, 5.457)  0.0867
H (-2.293, -4.671, 3.597)  0.0948
H (-2.555, -5.112, 1.269)  0.0912
H (-2.308, -4.410, -1.093)  0.0883
H (-1.424, -2.185, -1.638)  0.0412
Cl (0.179, -1.921, -4.240)  0.6227
C (0.310, -0.188, -4.469)  -0.6245
C (0.993, 0.284, -5.569)  -0.1844
C (1.142, 1.651, -5.768)  -0.1472
C (0.593, 2.516, -4.823)  -0.1531
C (-0.069, 2.033, -3.717)  -0.6169
Cl (-0.743, 3.156, -2.574)  0.7089
C (-0.256, 0.647, -3.466)  -0.5018
N (-0.885, 0.171, -2.410)  0.0562
H (1.402, -0.434, -6.269)  0.0880
H (1.673, 2.034, -6.629)  0.0766
H (0.688, 3.589, -4.931)  0.0880
N (1.412, 0.671, -0.453)  -0.3006
P (2.799, 0.271, -0.011)  0.6794
C (3.856, -0.313, -1.399)  -0.2557
C (3.386, -0.011, -2.673)  -0.0646
C (4.083, -0.433, -3.798)  -0.0791
C (5.253, -1.164, -3.657)  -0.1109
C (5.723, -1.485, -2.389)  -0.1109
C (5.022, -1.064, -1.267)  -0.1032
C (3.795, 1.620, 0.742)  -0.2691
C (3.091, 2.784, 1.031)  -0.0727
C (3.742, 3.875, 1.593)  -0.0888
C (5.101, 3.815, 1.860)  -0.1154
C (5.816, 2.660, 1.562)  -0.1074
C (5.162, 1.571, 1.003)  -0.1025
C (2.929, -1.102, 1.207)  -0.2795
C (2.199, -2.253, 0.903)  -0.0824
C (2.063, -3.268, 1.834)  -0.0829
C (2.660, -3.153, 3.084)  -0.1034
C (3.392, -2.019, 3.396)  -0.1018
C (3.519, -0.995, 2.461)  -0.0945
H (2.458, 0.541, -2.757)  0.0855
H (3.692, -0.196, -4.780)  0.0888
H (5.793, -1.502, -4.535)  0.0885
H (6.625, -2.076, -2.275)  0.0882
H (5.369, -1.356, -0.282)  0.0942
H (2.033, 2.805, 0.792)  0.0953
H (3.182, 4.775, 1.816)  0.0976
H (5.608, 4.668, 2.296)  0.0883
H (6.880, 2.609, 1.762)  0.0897
H (5.728, 0.678, 0.769)  0.0911
H (1.680, -2.322, -0.046)  0.1057
H (1.451, -4.131, 1.599)  0.1035
H (2.528, -3.936, 3.821)  0.0920
H (3.840, -1.912, 4.376)  0.0902
H (4.054, -0.096, 2.732)  0.0897
F (-3.669, 2.109, 1.656)  0.1003
B (-2.997, 2.592, 0.536)  -1.2864
F (-2.380, 3.816, 0.827)  0.0868
F (-3.870, 2.733, -0.538)  0.1015
F (-1.964, 1.651, 0.179)  -0.0149


For the records above, the corresponding F_max values read 3.00 0.78 0.52 3.63 3.95 0.46 4.35 0.51 eV/A.